Computed, not measured: a 7-piece molecular cluster, C28H72F6N4O12P overall in a non-equilibrium geometry, with ωB97M-V with the def2-TZVPD basis set.

Geometry as XYZ:
```
123
Properties=species:S:1:pos:R:3:forces:R:3
P -13.36774 44.08182 -3.86403 0.0626 0.7459 0.3115
F -13.56288 45.11784 -2.60847 0.2793 -0.1490 -0.9012
F -12.62265 45.22953 -4.74431 -1.0043 -0.0858 0.3641
F -11.87904 43.63095 -3.33594 -0.2342 0.0655 0.9128
F -13.10827 43.01062 -5.03813 -0.5950 -0.3458 -0.4888
F -14.12425 42.98716 -2.94357 0.6208 -1.0385 0.2879
F -14.84045 44.40446 -4.46829 0.5948 0.7213 -0.2838
C -11.02412 37.98854 -2.65872 -0.5706 -0.2872 -1.6354
O -11.54521 38.35161 -3.96938 0.2620 -0.3025 0.8591
C -12.37688 39.51675 -3.98787 0.4722 0.1435 -0.9725
C -12.68589 39.79489 -5.50859 0.6374 -0.7641 1.0222
N -13.43622 38.68095 -6.06247 -1.0737 -0.4396 -0.4767
C -13.52949 38.51547 -7.52750 1.4857 -0.0325 0.8224
C -14.12776 37.18363 -7.86324 -1.1645 0.2727 -0.5823
O -13.39714 36.10586 -7.37260 0.2864 -1.4926 0.1144
C -13.95307 34.81739 -7.73271 0.2389 0.9904 0.5354
H -10.33319 38.72271 -2.24437 -0.3778 0.3798 0.1277
H -10.43234 37.08806 -2.82312 -0.0796 -0.0599 -0.0757
H -11.87130 37.71890 -2.02810 0.1351 0.2980 0.4410
H -11.77847 40.31571 -3.55008 -0.1849 0.5027 -0.2080
H -13.26766 39.40969 -3.36889 -0.2740 -0.2949 -0.0809
H -11.68891 39.79491 -5.94917 0.3051 0.5055 -0.3007
H -13.18013 40.75391 -5.66388 0.0113 -0.1051 0.1263
H -12.99594 37.82398 -5.75941 0.0615 -0.0737 0.3814
H -12.53135 38.44272 -7.95940 0.5630 0.4716 -0.1985
H -14.04383 39.32036 -8.05256 -0.1672 -0.0930 0.3815
H -14.15004 37.06889 -8.94696 -0.3377 0.2807 -0.3672
H -15.14311 37.19336 -7.46692 -0.3986 -0.3681 0.0294
H -14.04460 34.61003 -8.79889 0.4632 0.4674 -0.3948
H -14.98000 34.73562 -7.37657 -0.0291 -0.0932 0.4864
H -13.28990 34.07348 -7.29122 -0.2454 0.0422 0.0752
C -2.54373 45.69243 0.54932 -1.0842 0.8889 0.0951
O -3.65674 45.09192 -0.12469 1.8071 -0.4987 1.3202
C -3.20342 44.34800 -1.22539 -2.0787 0.3317 -1.0628
C -4.48552 43.62781 -1.74137 2.2605 -0.8565 0.2888
N -4.56241 42.27050 -1.12492 -0.9374 0.7644 0.1716
C -5.61308 41.47775 -1.74779 -1.5467 0.7575 -0.5230
C -7.05431 42.06444 -1.45547 0.9445 -1.1478 0.0232
O -8.03462 41.16499 -2.03080 2.6672 0.5893 0.2438
C -9.28364 41.70642 -2.20295 -1.6880 0.1961 0.0237
H -2.86153 46.00832 1.54296 -0.2490 -0.0430 -0.0401
H -2.32296 46.59920 -0.01383 0.6114 0.1085 0.0226
H -1.65440 45.08274 0.70889 -0.0934 -0.3973 -0.4652
H -2.34147 43.69666 -1.08084 -0.1517 -0.4205 0.7054
H -2.85836 45.03229 -2.00049 0.0127 0.3595 -0.2881
H -4.35795 43.58220 -2.82292 -0.3008 -0.3262 -0.4410
H -5.34226 44.27279 -1.54614 0.0744 -0.3117 0.3182
H -3.68586 41.77808 -1.22123 0.1317 0.2330 -0.0967
H -5.62843 40.41781 -1.49400 0.3034 0.1261 0.4219
H -5.46727 41.53455 -2.82649 -0.2507 -0.2273 -0.4635
H -7.09230 43.10071 -1.79133 -0.4843 -0.1208 -0.7421
H -7.16047 42.16916 -0.37572 -0.2393 -0.4066 0.3062
H -9.82612 41.72227 -1.25767 -0.1657 0.3723 0.2323
H -9.87077 41.05484 -2.85010 0.2104 -0.1280 -0.1406
H -9.30807 42.69153 -2.66885 0.2234 0.2007 0.0664
C -22.08132 44.08418 -7.87897 1.4671 0.5299 -0.1713
O -20.66138 44.24220 -7.56567 -1.8495 -0.0600 0.5841
C -20.41848 43.66222 -6.27208 1.0197 -0.3244 -1.5590
C -18.92496 43.72128 -5.96574 -0.1581 -0.0716 -0.1273
N -18.17466 42.86025 -6.91030 -0.4498 1.0943 -0.1611
C -16.73903 42.72889 -6.62334 -0.0249 -0.7846 -0.3084
C -15.97941 41.63667 -7.45170 -0.3180 0.7219 0.4142
O -16.15266 41.70708 -8.84986 -1.1153 1.6372 -0.3642
C -15.19653 41.10678 -9.64141 0.9165 -1.5798 0.5569
H -22.71150 44.65760 -7.19914 0.0268 0.1727 0.1468
H -22.41344 43.04681 -7.83837 0.2265 -0.2379 0.0092
H -22.20278 44.46225 -8.89406 -0.0561 -0.0311 0.0788
H -20.66895 42.61315 -6.42960 -0.4346 -0.3671 0.6913
H -21.00347 44.14251 -5.48772 -0.1494 -0.0464 0.0624
H -18.77234 43.21784 -5.01109 -0.1542 0.7341 0.8096
H -18.68104 44.78308 -5.93139 0.6951 -0.1332 -0.0801
H -18.70908 42.04213 -6.65501 0.8570 -1.1711 -0.7454
H -16.56798 42.46377 -5.58001 0.0839 -0.3897 0.3860
H -16.18581 43.66640 -6.67905 -0.4811 0.2865 -0.5782
H -16.27955 40.64856 -7.10292 0.0400 -0.2808 0.1129
H -14.93477 41.81958 -7.19998 0.2965 -0.2755 0.0801
H -15.24620 41.26918 -10.71811 -0.6271 0.6629 0.1954
H -15.28181 40.02801 -9.51078 -0.0576 -0.5222 -0.2192
H -14.17180 41.30342 -9.32619 0.2427 0.5243 0.1189
C -21.41687 49.06805 -0.50578 0.0470 -0.2404 1.1606
O -20.10112 48.53433 -0.49633 0.1138 0.6768 0.4642
C -19.26018 48.92916 0.61218 2.0608 -0.6414 -1.4787
C -17.79568 48.40009 0.18868 -2.0747 -0.3911 0.4215
N -17.79957 46.93480 -0.00176 -0.1815 2.1935 0.5097
C -16.53773 46.52580 -0.60278 -0.5213 -0.2171 0.6637
C -16.45705 45.06824 -0.35412 0.3246 -2.4129 0.1588
O -17.44433 44.25993 -1.00134 0.4432 0.9986 -0.0349
C -17.20043 44.11099 -2.37484 -0.2900 -0.1631 -0.9960
H -21.47455 50.13567 -0.29374 0.4388 0.3878 -0.5484
H -21.98156 48.66852 0.33659 -0.2268 -0.4968 0.0903
H -21.94344 48.80701 -1.42377 0.3837 0.0493 -0.0374
H -19.60385 48.57742 1.58495 -0.1450 -0.3572 -0.1036
H -19.08948 50.00438 0.66551 -0.6324 0.3594 -0.0955
H -17.01822 48.69878 0.89185 -0.1663 0.0304 0.1845
H -17.61677 48.88922 -0.76884 0.2294 0.3661 -0.1564
H -18.54925 46.84500 -0.67260 -0.1104 -0.7705 -0.1548
H -15.69136 46.90872 -0.03258 -0.0458 0.5142 0.0236
H -16.45902 46.87787 -1.63136 0.2972 -0.3153 -0.2429
H -16.63364 44.82498 0.69361 -0.1553 0.6729 0.2368
H -15.46331 44.64701 -0.50626 0.2963 0.0940 -0.7002
H -18.17154 44.10188 -2.86978 -0.1037 -0.6927 -0.0239
H -16.57490 43.24173 -2.57782 -0.3036 -0.3367 -0.0440
H -16.69317 44.89717 -2.93403 0.3394 0.6403 0.7306
C -9.45474 42.89929 -7.75931 1.5466 0.4227 -0.4026
C -10.45494 42.91878 -6.63467 -1.6520 -0.4340 -0.3550
O -10.38214 44.08061 -5.82480 1.6065 -0.4258 -0.6610
O -9.57305 41.79793 -8.69050 -0.7908 0.2383 0.5631
H -8.45862 42.79043 -7.33035 0.1569 0.2691 0.3821
H -9.43430 43.83626 -8.31588 -0.3216 0.2060 -0.0019
H -10.36063 41.94663 -6.15081 0.1897 0.0878 0.7633
H -11.47285 42.91339 -7.02444 -0.1417 -0.2359 -0.4973
H -10.88655 43.96330 -5.01647 -0.2313 -0.1831 0.0476
H -8.70353 41.68722 -9.08199 -0.0843 -0.0183 0.0316
C -14.29788 41.67136 0.29100 -0.6042 -0.7804 -2.4756
C -14.39533 40.16472 0.47492 0.7771 -0.9176 1.1258
O -15.68701 39.62150 0.48791 -1.4927 0.3009 -0.3182
O -13.02006 42.03033 -0.28734 -0.7686 0.0059 1.5601
H -14.73473 42.28083 1.08208 1.1134 0.1293 0.6059
H -15.07062 41.79932 -0.46703 -0.0985 0.3996 -0.4670
H -13.99540 39.79243 1.41808 1.0126 0.3177 0.0712
H -13.91846 39.62586 -0.34382 0.3821 0.4327 -0.0197
H -16.16305 40.01957 1.22040 -0.2118 -0.0360 0.0361
H -13.13698 42.03339 -1.24019 -0.1208 0.2788 -0.2362
```
Positions in Å, forces in eV/Å.

Values from the calculation:
**Net charge**: -1
**2S+1**: 1
**E_HOMO**: -6.3 eV
**Energy above the lowest of the compared OMol25 structures with the same formula, charge and spin**: 41.3 kcal/mol
**Gap between HOMO and LUMO**: 0.3139 Eh
**E**: -3172.47144 Ha